Entry 1:
ORCA calculation (the ωB97M-V functional and the def2-TZVPD basis) on a 11-piece molecular cluster, C10H40F2N21O14S2 overall.

## Properties
HOMO-LUMO gap = 0.2703 Ha
HOMO level = -6.7075 eV
multiplicity = 1
total charge = -1
total energy = -98091.86041 eV
ΔE to the lowest compared entry with this formula, charge and spin = 68.5 kcal/mol
LUMO energy = 0.0238 Ha

```
89
Properties=species:S:1:pos:R:3:forces:R:3
N -16.95037 -9.74101 17.35501 1.0 -0.1 -2.9
S -17.00787 -11.09768 16.56012 -3.0 -7.4 1.6
O -15.79631 -11.67619 16.07226 -1.4 1.0 0.5
O -18.19732 -11.44565 15.83225 0.5 1.9 -0.4
F -17.35183 -12.05755 17.83642 0.9 0.7 0.4
S -16.70098 -8.89198 15.97418 -1.0 7.7 0.3
O -17.88312 -8.62852 15.21260 0.2 -1.7 -0.3
O -15.41848 -8.80863 15.37161 -0.6 -1.2 0.6
F -16.71066 -7.44642 16.75035 0.4 -0.5 0.6
C -18.44824 -9.46353 20.59872 -2.4 -0.5 0.1
O -18.86469 -9.10225 21.69173 0.7 0.5 -0.1
N -17.90071 -10.71382 20.42839 0.5 0.2 -0.2
N -18.79481 -8.85129 19.40146 1.6 -1.5 1.3
H -17.52795 -10.96969 19.53018 0.0 -0.2 0.2
H -17.52295 -11.16664 21.23978 0.1 0.1 0.1
H -18.15169 -9.19712 18.68228 -1.2 1.3 -0.3
H -19.33529 -8.00713 19.49848 0.3 0.3 -0.5
C -17.48256 -13.79749 13.63122 0.6 -0.6 0.1
O -16.78054 -14.76751 13.40176 -0.5 0.4 0.2
N -17.16266 -12.54348 13.19110 -0.4 0.5 -0.2
N -18.63789 -13.80680 14.37884 0.2 -0.3 -1.0
H -16.34745 -12.37866 12.63296 0.0 -0.2 -0.1
H -17.81761 -11.80115 13.35953 0.3 0.1 0.0
H -18.73637 -14.53899 15.05602 -0.2 0.0 0.1
H -19.07449 -12.91156 14.46867 -0.3 -0.2 0.8
C -21.95767 -8.04851 16.74402 0.2 -0.2 0.7
O -23.03411 -8.19694 16.18423 0.2 0.1 0.2
N -20.98943 -9.03135 16.73404 -0.4 -0.4 -0.4
N -21.66739 -6.97647 17.53746 -0.3 0.8 0.0
H -20.00580 -8.82984 16.66583 0.0 0.1 0.0
H -21.31606 -9.81367 16.18948 0.4 0.0 -0.2
H -22.43724 -6.38453 17.79471 -0.1 0.0 -0.3
H -20.83779 -6.80801 18.08386 0.1 -0.5 -0.1
C -15.30025 -8.81428 11.91341 -1.0 -0.9 -0.4
O -14.16395 -8.44826 12.10516 0.0 0.6 -0.4
N -16.14816 -8.31418 10.94213 0.4 0.1 0.7
N -15.87621 -9.84249 12.63810 1.2 0.7 -0.1
H -15.76256 -7.68785 10.26251 -0.1 0.0 -0.1
H -17.01379 -8.79725 10.80679 -0.1 0.2 -0.4
H -15.18242 -10.27496 13.23004 -0.3 -0.3 0.4
H -16.78268 -10.21892 12.46716 -0.1 0.0 -0.1
C -18.18050 -5.69284 19.77387 -1.4 -0.1 -1.0
O -19.40074 -5.84612 19.69127 0.1 -0.2 0.5
N -17.46936 -5.50781 18.62648 1.1 0.3 1.2
N -17.48860 -5.71952 20.94732 -0.5 0.3 -1.1
H -16.47465 -5.41725 18.72652 0.1 0.0 -0.6
H -17.89468 -5.47716 17.72168 -0.2 -0.1 0.1
H -16.51032 -5.52513 20.89238 0.1 -0.2 0.7
H -17.99090 -6.08910 21.73496 0.4 0.0 0.2
C -12.71482 -6.57002 16.82627 0.3 -1.6 -0.5
O -12.27826 -7.12392 15.82813 -0.1 0.7 0.1
N -13.97864 -6.06536 16.89734 0.2 0.5 0.3
N -11.99742 -6.55626 18.00251 -0.6 0.5 -0.4
H -14.66849 -6.35135 16.22795 0.0 0.0 0.0
H -14.24521 -5.61197 17.74911 -0.3 -0.1 -0.1
H -12.47218 -6.30802 18.85032 0.4 0.1 0.2
H -11.00207 -6.51728 17.89634 0.1 -0.2 0.3
C -14.83509 -15.82998 15.88872 1.1 1.1 -1.3
O -14.99226 -16.39226 14.83058 -0.3 -0.7 0.4
N -14.65092 -16.45853 17.08522 -0.1 -1.0 1.0
N -14.62136 -14.45675 15.94842 0.0 -1.1 1.1
H -14.42720 -16.05703 17.97610 -0.1 0.6 -0.3
H -14.63366 -17.46118 17.12483 -0.2 0.0 -0.5
H -14.49797 -14.13487 16.89165 -0.2 0.8 -0.2
H -14.90738 -13.85194 15.20173 -0.2 -0.1 -0.1
C -18.81976 -16.19041 18.21259 -0.8 -0.6 0.9
O -18.15860 -17.19418 18.01906 0.3 0.5 -0.3
N -20.19977 -16.24780 18.20805 0.7 0.1 -0.4
N -18.33081 -14.96547 18.55476 0.5 0.0 0.0
H -20.75024 -15.52700 18.63009 -0.3 -0.1 -0.2
H -20.57013 -17.07823 17.78732 -0.4 0.1 0.2
H -17.36452 -14.91681 18.81932 0.0 0.1 -0.1
H -18.92365 -14.18554 18.76641 0.0 0.0 -0.1
C -14.26890 -8.89483 19.87129 0.0 -0.3 0.6
O -13.34509 -8.78979 20.66522 -0.1 -0.2 -0.2
N -14.57790 -10.02466 19.17562 0.0 0.0 -0.2
N -15.14243 -7.86155 19.67096 0.2 0.2 -0.5
H -15.34770 -10.02297 18.51747 0.4 -0.1 0.4
H -14.18459 -10.89140 19.48842 0.3 0.0 -0.2
H -15.06926 -7.13627 20.35334 -0.2 0.1 0.1
H -15.95037 -7.95673 19.07943 -0.2 0.2 0.2
C -12.81598 -11.06720 14.52178 -0.2 0.1 0.9
O -12.00420 -11.61475 13.79989 0.2 0.0 -0.4
N -13.22693 -9.76312 14.40132 0.6 -0.9 -0.3
N -13.44950 -11.71039 15.56269 1.2 0.6 -0.2
H -12.78947 -9.22403 13.67663 0.0 0.2 0.1
H -13.66281 -9.28506 15.17163 0.6 -0.1 -0.3
H -14.27937 -11.28479 15.93900 1.0 -0.3 -0.1
H -13.27156 -12.68635 15.71094 0.1 0.0 -0.2
```
Positions in Å, forces in eV/Å.

Entry 2:
ORCA calculation (the ωB97M-V functional and the def2-TZVPD basis) on a 2-piece molecular cluster, C3H8FNO overall.

## Properties
HOMO-LUMO gap = 0.3849 Ha
HOMO level = -9.8088 eV
multiplicity = 1
total energy = -9490.98765 eV
ΔE to the lowest compared entry with this formula, charge and spin = 120.7 kcal/mol
LUMO energy = 0.0245 Ha

```
14
Properties=species:S:1:pos:R:3:forces:R:3
C 1.23678 0.44601 0.42356 4.2 0.1 -0.4
C -0.24474 0.59064 0.46071 -1.9 -0.1 -2.2
C -1.09009 -0.60642 0.08212 -2.9 -2.3 3.9
H 1.75523 -1.64344 -0.10661 -0.4 4.2 -2.4
H 0.70499 -0.70866 -1.59749 4.1 0.9 3.7
H 1.80980 0.17535 1.51913 -2.0 0.5 -3.1
H 1.81079 1.44373 0.05188 -2.0 -1.8 1.2
H -0.52864 0.99054 1.40228 -0.6 0.7 0.8
H -1.73212 1.08482 -0.85669 3.9 1.4 0.8
H -0.83406 -1.04091 -0.84894 0.2 -0.5 -0.5
H -1.37869 -1.35346 0.91041 1.6 0.7 -1.2
N 1.72503 -0.51634 -0.66730 -3.2 -4.6 0.0
O -0.68240 1.37114 -0.68075 -2.8 0.3 -0.4
F -2.55187 -0.23300 -0.09231 1.7 0.5 -0.2
```
Positions in Å, forces in eV/Å.

Entry 3:
ORCA calculation (the ωB97M-V functional and the def2-TZVPD basis) on one molecule with the formula C2H6N4OS.

## Properties
HOMO-LUMO gap = 0.3496 Ha
HOMO level = -8.9558 eV
multiplicity = 1
SMILES = [H]/N=C/NS/C(=N/[H])NO
total energy = -21011.96369 eV
ΔE to the lowest compared entry with this formula, charge and spin = 77.1 kcal/mol
LUMO energy = 0.0204 Ha

```
14
Properties=species:S:1:pos:R:3:forces:R:3
H -2.36179 2.10785 -1.00856 0.0 0.5 0.4
N -1.69768 1.41197 -0.71037 0.1 -1.5 0.0
C -2.15458 0.67163 0.22962 -0.8 0.9 -0.2
N -1.69776 -0.56031 0.58735 1.6 0.6 -1.5
S -0.43966 -1.38885 -0.21966 -0.5 -0.4 -0.5
C 1.06488 -0.48009 -0.04793 2.0 -0.6 0.1
N 2.14439 -1.17394 -0.20017 -0.6 1.6 1.1
H 2.94493 -0.53195 0.04707 -0.9 -0.8 -0.9
N 0.94497 0.87438 0.23112 0.1 -0.6 0.4
O 2.17836 1.56126 0.12343 -0.6 -0.2 -0.5
H -2.98999 0.99430 0.85446 -0.2 -0.2 0.0
H -1.86410 -0.92389 1.48166 -0.5 -0.1 1.3
H 0.17699 1.26547 -0.31947 0.3 0.7 -0.1
H 2.38247 1.80582 1.02642 0.0 0.1 0.3
```
Positions in Å, forces in eV/Å.

Entry 4:
ORCA calculation (the ωB97M-V functional and the def2-TZVPD basis) on C4H5NO2 as an isolated structure.

## Properties
HOMO-LUMO gap = 0.3582 Ha
HOMO level = -8.9984 eV
multiplicity = 1
total energy = -9812.18312 eV
ΔE to the lowest compared entry with this formula, charge and spin = 49.2 kcal/mol
LUMO energy = 0.0275 Ha

```
12
Properties=species:S:1:pos:R:3:forces:R:3
C 0.32478 0.24519 -1.62934 0.0 0.0 0.0
C -0.01083 -0.31059 -0.29531 0.3 0.0 0.0
C 0.78823 -0.95133 0.58436 0.0 0.2 -0.3
O 0.02887 -1.21330 1.75752 0.2 0.4 0.3
C -0.67798 -0.05451 1.68995 -0.2 0.7 0.5
O -0.57015 0.84723 2.45902 -1.1 -0.3 0.1
N -1.23999 -0.03481 0.36450 0.0 0.1 0.1
H -0.36091 -0.14327 -2.39085 0.1 0.0 0.1
H 0.25164 1.33870 -1.63431 0.0 -0.1 0.0
H 1.34130 -0.04978 -1.90060 -0.1 0.1 0.0
H 1.74845 -0.54711 0.87054 0.8 -1.0 -0.8
H -1.62341 0.87357 0.12452 -0.1 -0.1 0.0
```
Positions in Å, forces in eV/Å.

Entry 5:
ORCA calculation (the ωB97M-V functional and the def2-TZVPD basis) on C3H14F4HgN2O12S4 as an isolated structure.

## Properties
HOMO-LUMO gap = 0.1215 Ha
HOMO level = -10.4907 eV
multiplicity = 1
total energy = -89261.92396 eV
ΔE to the lowest compared entry with this formula, charge and spin = 110.6 kcal/mol
LUMO energy = -0.2640 Ha

```
40
Properties=species:S:1:pos:R:3:forces:R:3
Hg -0.77496 -0.52543 0.31787 0.0 0.4 0.6
N -3.20930 1.40160 1.00627 1.1 -1.1 3.5
S -4.17561 2.41105 0.40573 -4.0 4.3 -7.0
O -3.79455 3.77855 0.14710 0.6 -1.4 1.2
O -5.57393 2.21913 0.71727 1.3 -0.5 0.8
F -4.08977 1.83231 -1.13331 0.2 -0.3 0.9
S -3.56816 1.67561 2.63731 2.0 -2.8 6.6
O -4.26297 0.59904 3.33484 -0.2 1.1 -2.6
O -3.70928 2.96783 3.25768 -0.4 -0.3 -2.6
F -2.08590 1.29717 3.19225 0.2 0.2 -1.3
N 1.86374 0.53633 1.88386 0.4 4.4 -1.3
S 2.45978 2.17933 2.28597 -0.6 6.2 1.8
O 3.52788 2.76339 1.47759 -1.5 -2.5 1.0
O 2.39831 2.59382 3.73007 0.6 -2.5 -4.0
F 1.21358 2.97571 1.75783 -0.5 -0.8 -0.6
S 2.83042 -0.08149 2.90365 2.1 -7.5 5.2
O 2.37085 -0.16945 4.29150 0.7 0.9 -2.4
O 4.26637 0.01746 2.66412 -2.4 0.8 -0.1
F 2.48598 -1.61545 2.44704 0.3 0.6 -0.3
C 0.30535 2.09072 -3.23100 1.7 0.4 0.4
O -0.58580 1.12089 -2.73152 -0.6 -0.2 -0.2
H -0.05666 3.03596 -3.63543 -0.9 -0.1 0.4
H 0.93979 2.30409 -2.37072 0.1 0.4 -0.1
H 0.98008 1.72987 -4.00728 -0.1 -0.6 -0.1
H -1.15018 0.82819 -3.45083 -0.2 -0.1 0.0
O -2.90356 -2.25418 -1.63371 0.5 0.2 0.5
H -3.70227 -1.73823 -1.52373 -0.4 0.2 0.1
H -2.92350 -2.53526 -2.54849 0.1 -0.1 -0.3
O -1.39397 -2.75353 2.47809 0.1 0.5 -0.6
H -2.15881 -3.32876 2.49721 -0.4 -0.1 -0.1
H -0.78795 -3.13891 3.11089 0.4 0.1 0.2
C 3.71659 -2.52204 -2.33185 1.7 0.0 0.3
C 2.28682 -2.24184 -2.44961 -0.7 1.9 -1.8
O 1.55336 -2.49660 -1.28717 -0.8 -0.7 0.6
H 4.31972 -1.86795 -2.96155 -0.2 0.1 -0.2
H 4.02334 -3.52881 -2.61543 -0.1 -0.2 0.6
H 3.94579 -2.22892 -1.30732 0.6 -0.5 0.1
H 1.84943 -2.72757 -3.32188 -0.3 -0.1 0.0
H 2.19617 -1.16895 -2.61934 -0.2 0.1 -0.1
H 1.37380 -3.43468 -1.38396 -0.4 -0.3 0.8
```
Positions in Å, forces in eV/Å.